{
  "formula": "C4H5NO",
  "method": "the ωB97M-V functional and the def2-TZVPD basis",
  "homo_lumo_gap_ev": 9.32,
  "homo_energy_ev": -9.0,
  "total_charge": 0,
  "species": ["C", "C", "C", "N", "O", "C", "H", "H", "H", "H", "H"],
  "coordinates": [[0.995280, -0.823370, 0.949678], [-0.036622, -0.280179, 0.291935], [-1.207533, -0.718130, -0.471737], [-1.446776, 0.093279, -1.445381], [-0.625848, 1.204286, -1.378393], [0.130085, 1.116838, -0.171053], [0.990356, -1.655923, 1.634042], [1.968194, -0.382147, 0.738497], [-1.697990, -1.685817, -0.483850], [1.209751, 1.290708, -0.210827], [-0.278897, 1.840455, 0.547089]],
  "atomic_forces_ev_per_a": [[-0.104, -0.289, 0.002], [0.364, 0.035, -0.026], [0.022, 0.132, -0.060], [-0.040, -0.386, 0.430], [0.229, 0.074, -0.080], [0.172, 0.070, 0.094], [-0.186, -0.553, -0.467], [-0.169, 0.336, 0.798], [-0.030, 0.255, 0.185], [-0.159, 0.536, -0.858], [-0.101, -0.209, -0.018]]
}

{
  "formula": "H10IMnO5",
  "method": "the ωB97M-V functional and the def2-TZVPD basis",
  "multiplicity": 6,
  "homo_lumo_gap_ev": [4.65, 4.66],
  "homo_energy_ev": [-11.3, -11.0],
  "total_charge": 1,
  "species": ["Mn", "I", "O", "H", "H", "O", "H", "H", "O", "H", "H", "O", "H", "H", "O", "H", "H"],
  "coordinates": [[-0.502066, -0.320515, 0.043856], [-4.339422, -1.956583, 0.493423], [1.071948, -3.088756, 0.043846], [1.837451, -3.349749, 0.555831], [0.744471, -3.905994, -0.331795], [0.017016, 0.043394, 3.156313], [0.446975, -0.567681, 3.754621], [-0.221787, 0.789633, 3.706157], [-1.430037, 2.752167, 0.467081], [-1.019097, 3.361936, -0.145735], [-2.051780, 3.288667, 0.958845], [2.460967, 1.041458, -0.555542], [2.227407, 1.733088, -1.174670], [3.418145, 1.037997, -0.549459], [-0.785820, -0.307995, -3.097548], [-1.531592, -0.724822, -3.529201], [-0.342780, 0.173753, -3.796023]],
  "atomic_forces_ev_per_a": [[-0.945, -0.518, 0.279], [1.435, 0.603, -0.198], [-0.273, 0.741, -0.013], [0.269, 0.017, 0.195], [-0.269, -0.226, -0.178], [-0.023, -0.082, -0.779], [0.122, -0.300, 0.117], [-0.161, 0.310, 0.065], [0.429, -0.684, -0.185], [0.098, 0.232, -0.180], [-0.323, 0.005, 0.247], [-0.805, -0.221, 0.100], [0.050, 0.263, -0.195], [0.325, -0.153, 0.114], [0.213, 0.060, 0.783], [-0.373, -0.218, -0.004], [0.231, 0.171, -0.168]]
}

{
  "formula": "C4H8O2",
  "method": "the ωB97M-V functional and the def2-TZVPD basis",
  "homo_lumo_gap_ev": [7.41, 8.17],
  "homo_energy_ev": [-7.8, -8.1],
  "total_charge": 0,
  "species": ["C", "C", "O", "C", "C", "O", "H", "H", "H", "H", "H", "H", "H", "H"],
  "coordinates": [[2.235072, -0.317145, 0.293219], [0.892163, -0.502164, -0.312211], [-0.138042, -0.193060, 0.372206], [-1.417789, -0.285001, -0.004455], [-2.375035, 0.207264, 0.930666], [-3.586057, 0.188739, 0.766656], [2.671321, -1.276974, 0.600320], [2.167730, 0.329078, 1.171842], [2.923290, 0.134788, -0.429049], [0.076886, 1.408785, -1.720929], [0.735532, -0.960930, -1.287164], [-1.641461, -0.781375, -0.942700], [-0.648455, 1.391673, -1.524121], [-1.915786, 0.634503, 1.850920]],
  "atomic_forces_ev_per_a": [[-0.009, 0.021, 0.028], [0.382, -0.207, -0.366], [-0.263, 0.173, 0.376], [-0.196, -0.066, 0.007], [0.089, -0.038, -0.080], [0.205, -0.005, 0.032], [-0.056, 0.106, -0.036], [0.003, -0.088, -0.114], [-0.097, -0.060, 0.093], [-0.098, 0.036, -0.013], [0.034, 0.049, 0.128], [0.007, 0.075, 0.121], [0.100, 0.055, -0.075], [-0.099, -0.051, -0.102]]
}

{
  "formula": "C3H8NOS",
  "method": "the ωB97M-V functional and the def2-TZVPD basis",
  "homo_lumo_gap_ev": [5.01, 4.99],
  "homo_energy_ev": [-2.2, -2.2],
  "total_charge": -1,
  "species": ["C", "C", "C", "N", "O", "S", "H", "H", "H", "H", "H", "H", "H", "H"],
  "coordinates": [[1.247566, 2.039313, -0.221131], [-0.401517, -0.575302, 0.125658], [-1.564695, -0.405024, -0.555997], [-0.086925, 1.748242, 0.424504], [-1.012074, 2.466955, -0.063394], [-1.921459, -3.405891, -0.691557], [1.546333, 3.050799, 0.051754], [1.896445, 1.244819, 0.277101], [1.089674, 1.949882, -1.301981], [0.450112, -0.998788, -0.369327], [-0.254380, -0.284372, 1.169107], [-2.544153, -0.123058, -0.172142], [-1.412254, -0.500420, -1.638400], [-0.726500, -3.634476, -0.034530]],
  "atomic_forces_ev_per_a": [[-0.561, -1.711, 0.809], [-1.428, 0.770, 0.364], [2.116, -0.655, -0.200], [-2.428, 3.752, -1.015], [2.873, -1.695, 1.243], [0.487, -0.670, 0.229], [-0.037, -0.039, 0.066], [-0.361, 1.172, -1.199], [0.534, -0.092, 0.215], [0.284, -0.007, -0.342], [-0.422, -0.911, -0.251], [0.517, 0.117, 0.069], [-0.798, -0.301, 0.421], [-0.777, 0.269, -0.410]]
}

{
  "formula": "C32H53NP2Ru",
  "method": "the ωB97M-V functional and the def2-TZVPD basis",
  "multiplicity": 5,
  "homo_lumo_gap_ev": [5.47, 4.21],
  "homo_energy_ev": [-11.2, -12.9],
  "total_charge": 2,
  "species": ["Ru", "C", "C", "C", "C", "C", "C", "H", "H", "H", "C", "H", "H", "H", "C", "H", "H", "H", "C", "H", "H", "H", "C", "H", "H", "H", "C", "C", "C", "C", "C", "C", "C", "C", "H", "H", "H", "H", "H", "H", "H", "H", "H", "H", "H", "H", "P", "C", "C", "P", "C", "C", "C", "H", "H", "H", "H", "H", "H", "H", "H", "H", "H", "H", "H", "H", "H", "C", "N", "C", "C", "C", "C", "C", "C", "C", "C", "H", "H", "H", "H", "H", "H", "H", "H", "H", "H", "H", "H"],
  "coordinates": [[0.207265, -0.567972, 0.370072], [-0.548414, -2.123837, 1.764215], [0.822067, -2.436751, 1.296406], [0.959908, -1.280994, 3.314742], [-0.404690, -1.452056, 3.028459], [1.727936, -1.877651, 2.289154], [-1.770207, -2.888549, 1.395490], [-1.656382, -3.414626, 0.446919], [-2.629662, -2.207042, 1.325870], [-2.003837, -3.639903, 2.172490], [-1.503915, -1.159417, 3.975354], [-2.459229, -1.552735, 3.615195], [-1.638568, -0.075846, 4.106692], [-1.303544, -1.591749, 4.968278], [1.499501, -0.658303, 4.550208], [1.491816, -1.370355, 5.391343], [0.889765, 0.210589, 4.851531], [2.526745, -0.309816, 4.411321], [3.184336, -2.115579, 2.341814], [3.428374, -2.911010, 3.065323], [3.731178, -1.211310, 2.658802], [3.577155, -2.417805, 1.360995], [1.167689, -3.642312, 0.490348], [1.223642, -4.541914, 1.127945], [2.146164, -3.525702, 0.012105], [0.419821, -3.844408, -0.282058], [-1.233634, 0.627361, -4.263030], [-1.445984, -0.687937, -4.396986], [-0.754774, -1.546218, -5.421255], [0.736425, -1.210462, -5.672344], [1.512923, -0.808831, -4.455476], [1.782223, 0.480273, -4.167606], [1.090438, 1.640886, -4.834415], [-0.392326, 1.421912, -5.222845], [-1.265118, -1.482103, -6.399651], [0.818728, -0.473476, -6.491308], [-0.828475, -2.601734, -5.125281], [-0.451381, 1.005089, -6.242189], [-1.796288, 1.218574, -3.529913], [-2.329389, -1.158630, -3.941377], [-0.849456, 2.424702, -5.317843], [1.155159, 2.509123, -4.159364], [2.620771, 0.790169, -3.533509], [1.618201, 1.945650, -5.755865], [1.203727, -2.121486, -6.094086], [1.988840, -1.645813, -3.946705], [-1.344119, -0.219565, -1.231551], [-2.873875, 0.698922, -1.190021], [-1.329175, -1.954829, -1.825036], [1.799109, 0.365106, -0.968055], [0.171614, 0.681640, -1.888906], [2.781305, -1.030051, -1.592143], [2.827238, 1.850567, -0.901722], [-2.778508, 1.529301, -0.480007], [-3.663966, 0.017210, -0.843796], [-3.160868, 1.105333, -2.170388], [-0.930268, -2.058318, -2.848502], [-2.373302, -2.298030, -1.796345], [-0.703882, -2.576666, -1.174551], [3.198713, 2.178383, -1.881711], [3.684548, 1.615787, -0.251143], [2.262021, 2.669790, -0.435846], [-0.014722, 1.755193, -2.049991], [0.302732, 0.186897, -2.853789], [3.644931, -1.133505, -0.913266], [3.164732, -0.908230, -2.608766], [2.184156, -1.950583, -1.538094], [-4.011958, 1.950487, 3.492768], [-2.581546, 1.772445, 3.458753], [-1.926299, 2.379165, 4.604768], [-2.003590, 1.743225, 2.123445], [-0.548214, 2.093811, 2.048229], [-0.212094, 3.394250, 2.447382], [1.110629, 3.721548, 2.747064], [2.089924, 2.730213, 2.634036], [1.770229, 1.493487, 2.055724], [0.463988, 1.227716, 1.627610], [-4.378341, 1.630620, 4.468957], [-4.288987, 3.011206, 3.346205], [-4.476122, 1.348127, 2.695915], [-0.899306, 2.007993, 4.766983], [-1.915866, 3.484070, 4.569985], [-2.533797, 2.086176, 5.478143], [-2.200732, 0.740974, 1.706797], [-2.568213, 2.443503, 1.480688], [-1.016509, 4.124572, 2.560585], [1.345994, 4.714926, 3.137610], [3.115018, 2.917332, 2.967669], [2.551815, 0.739828, 1.946326]],
  "atomic_forces_ev_per_a": [[1.227, 1.986, 4.102], [1.132, -0.568, 0.895], [-0.606, -0.005, 0.952], [1.351, -0.501, -0.605], [-0.213, -0.387, -1.504], [-1.347, -0.110, 0.507], [-0.593, -0.175, 0.199], [-0.128, 0.047, 0.172], [0.001, -0.320, -0.114], [0.054, 0.206, -0.356], [-0.484, 0.265, 0.044], [0.125, -0.019, 0.084], [0.181, -0.334, 0.172], [0.009, 0.155, -0.304], [-0.098, 0.313, 0.325], [0.039, 0.197, -0.196], [0.222, -0.241, -0.053], [-0.132, -0.072, 0.078], [0.765, 0.300, -0.234], [-0.096, 0.219, -0.230], [-0.101, -0.343, -0.048], [-0.046, 0.036, 0.312], [0.166, -0.409, -0.172], [-0.031, 0.280, -0.180], [-0.183, -0.131, -0.001], [0.224, -0.094, 0.068], [-0.770, -0.300, -0.771], [-1.175, 0.784, -1.144], [0.250, -0.274, -0.348], [-0.400, -0.491, -0.741], [0.877, 0.781, -0.623], [0.574, -0.668, -1.338], [0.009, 0.321, -0.166], [0.116, 0.654, -0.318], [-0.061, -0.039, 0.413], [0.098, -0.228, 0.620], [-0.064, 0.190, 0.015], [-0.082, 0.033, 0.586], [0.113, -0.322, -0.494], [0.545, 0.360, 0.100], [0.173, -0.394, 0.089], [0.042, -0.184, -0.152], [-0.533, -0.387, 0.115], [0.010, -0.102, 0.378], [-0.148, 0.383, 0.278], [0.043, 0.328, 0.012], [0.682, -0.477, 0.543], [-0.716, 0.354, -0.812], [-0.103, -0.001, -0.944], [-1.128, -0.758, 0.482], [0.232, -0.261, -0.370], [0.452, 0.063, -0.411], [0.074, 0.260, 0.176], [0.052, -0.272, -0.229], [0.205, 0.184, -0.053], [-0.138, -0.112, 0.338], [-0.264, -0.005, 0.624], [0.305, -0.189, -0.040], [-0.376, 0.324, -0.009], [-0.134, -0.228, 0.193], [-0.228, 0.126, -0.228], [0.140, -0.270, -0.130], [0.080, -0.349, 0.254], [-0.005, 0.379, 0.307], [-0.344, 0.051, -0.090], [0.086, -0.017, 0.353], [0.143, 0.353, 0.004], [-0.769, -0.869, -0.186], [-0.113, 2.285, -0.400], [0.283, -0.775, 1.246], [0.620, -0.476, -0.886], [0.263, 0.604, -0.234], [0.437, 0.043, 0.342], [-0.313, 0.129, 0.085], [0.080, -0.291, -0.002], [-0.094, 1.097, 0.168], [-0.148, -1.568, 0.095], [-0.110, 0.047, -0.120], [0.314, -0.276, 0.030], [0.116, 0.277, 0.299], [-0.422, 0.270, -0.427], [-0.060, -0.445, -0.315], [0.300, 0.202, -0.265], [0.058, 0.015, 0.077], [-0.271, -0.085, 0.465], [0.302, -0.017, 0.138], [0.020, -0.346, -0.258], [-0.370, 0.033, -0.111], [-0.189, 0.256, -0.125]]
}

{
  "formula": "C5H4O2",
  "method": "the ωB97M-V functional and the def2-TZVPD basis",
  "homo_lumo_gap_ev": 9.45,
  "homo_energy_ev": -9.2,
  "total_charge": 0,
  "species": ["O", "C", "C", "C", "C", "C", "O", "H", "H", "H", "H"],
  "coordinates": [[2.203379, -1.363706, -0.501339], [1.246197, -0.810016, -0.036890], [1.130285, 0.612739, 0.226644], [-0.068575, 1.179783, -0.015377], [-1.251092, 0.361346, -0.101491], [-1.114654, -0.961496, 0.098249], [0.090504, -1.556227, 0.192919], [2.046996, 1.168845, 0.385484], [-0.131305, 2.249796, -0.174971], [-2.228610, 0.800058, -0.249309], [-1.923124, -1.681121, 0.176077]],
  "atomic_forces_ev_per_a": [[-0.175, -0.084, 0.504], [0.370, -0.136, -0.156], [-0.103, 0.083, -0.321], [0.063, -0.020, 0.039], [0.018, -0.095, 0.025], [-0.102, 0.184, -0.133], [0.034, 0.044, -0.080], [-0.123, -0.064, -0.258], [-0.152, 0.016, 0.355], [0.076, -0.094, 0.050], [0.094, 0.166, -0.024]]
}

The records above yield energy relative to the best compared isomer or geometry (same formula, charge and spin) values of 307.9, 604.1, 450.2, 525.5, 0.0, 23.7 kJ/mol, respectively.